# 1
The following is a DFT calculation (the ωB97M-V functional and the def2-TZVPD basis) of C39H38BrN2O2PS4SbSe2Tc as an isolated structure.

Atoms and positions in Å:
Sb1 0.39678 -0.49124 -3.73338
Tc1 -0.35059 0.18932 -0.12509
Br1 4.16851 -3.61714 -1.60968
Se1 -2.43838 1.68042 0.56564
Se2 -2.32184 -1.57595 0.48476
S1 -1.40745 -0.05912 -2.09182
S2 0.59877 1.28281 -5.00321
S3 1.72986 0.02598 -1.44325
S4 0.57770 -2.67507 -3.88905
P1 -3.80794 0.00202 0.39057
O1 2.10762 -1.60946 -1.20831
O2 0.29135 -1.77030 0.03950
N1 0.39772 2.11684 0.09884
N2 0.26469 0.33320 1.92922
C1 1.39111 -1.65138 2.77141
C2 0.47446 1.51848 2.37412
C3 0.97280 3.94273 1.64140
C4 2.41452 2.92112 -1.01653
C5 -4.66835 0.05569 -1.17532
C6 -5.16966 1.27412 -1.63691
C7 -1.95733 -0.12006 3.89063
C8 -5.57440 1.13257 2.16399
C9 0.90812 4.17024 -3.00288
C10 2.76577 -5.80148 -0.62912
C11 -0.76892 -2.24549 4.42391
C12 -5.95970 0.16782 -3.61854
C13 1.28297 -2.32450 -0.51462
C14 -5.27470 -1.26651 2.34290
C15 2.29077 4.21260 -3.05326
C16 1.00598 2.86779 -1.00658
C17 0.27388 -0.81205 2.83170
C18 0.23573 3.50734 -1.98584
C19 0.58863 2.54517 1.30418
C20 2.67648 -4.43142 -0.80677
C21 -4.96474 -0.04810 1.74210
C22 -6.20648 -1.29986 3.37000
C23 -6.81806 -0.12560 3.78842
C24 1.37734 -2.81465 3.52666
C25 -1.26601 3.58388 -1.94975
C26 3.31723 2.33833 0.04962
C27 -6.50320 1.08765 3.18981
C28 2.64329 -1.28266 2.01053
C29 3.03061 3.59334 -2.06514
C30 1.53260 -3.74997 -0.35530
C31 1.74992 -6.49992 0.00433
C32 0.29189 -3.12752 4.33153
C33 -0.79840 -1.06441 3.68638
C34 -5.81704 1.32412 -2.86033
C35 -4.81391 -1.10474 -1.93234
C36 0.71555 1.89355 3.79561
C37 0.52450 -4.47565 0.29997
C38 0.62893 -5.83640 0.48403
C39 -5.46320 -1.04283 -3.15632
H1 3.38555 -0.87177 2.69882
H2 -4.79221 -2.18178 2.01883
H3 2.23701 -3.47326 3.48808
H4 -5.05047 2.17863 -1.05209
H5 -0.34749 -3.94666 0.65468
H6 -1.93452 0.74268 3.22984
H7 -5.32301 2.08094 1.70189
H8 -7.54537 -0.15582 4.58892
H9 -0.15590 -6.37860 0.99280
H10 2.47038 -0.53204 1.23996
H11 -6.45600 -2.24138 3.84148
H12 -6.46151 0.21189 -4.57627
H13 -6.20487 2.26586 -3.22611
H14 2.78926 4.74422 -3.85342
H15 1.84064 -7.57170 0.12603
H16 -1.59766 -2.45903 5.08969
H17 2.01207 3.99036 1.97659
H18 1.70813 2.33934 3.90157
H19 -6.98484 1.99784 3.52069
H20 0.35387 4.29636 2.46802
H21 0.32492 4.67058 -3.76568
H22 -0.01200 2.64450 4.11330
H23 3.64319 -6.32058 -0.98731
H24 2.82468 1.62902 0.71347
H25 0.85539 4.60389 0.78729
H26 -1.62941 3.90934 -0.97574
H27 0.64499 1.03215 4.45121
H28 -5.57477 -1.93958 -3.75137
H29 3.09860 -2.15994 1.54731
H30 -1.95500 0.24453 4.92068
H31 4.15546 1.82177 -0.41678
H32 4.11294 3.64113 -2.08676
H33 -1.73606 2.62339 -2.17259
H34 -2.90651 -0.63421 3.73538
H35 0.28922 -4.04382 4.90756
H36 3.73932 3.13764 0.66400
H37 -4.41744 -2.04760 -1.57672
H38 -1.61483 4.29644 -2.69453

The total charge is +2.


# 2
The following is a DFT calculation (the ωB97M-V functional and the def2-TZVPD basis) of C39H38F2NP3Sn as an isolated structure.

Atoms and positions in Å:
Sn1 -0.12247 -0.15543 -0.85569
P1 1.15613 -0.40968 1.59039
P2 -0.57860 -0.26661 -3.67805
P3 -1.65889 2.24989 -1.78899
F1 0.44954 -5.44047 -2.15097
F2 -3.05160 -4.41240 0.72602
N1 -1.97207 -0.29195 0.46949
C1 4.93083 1.20714 1.59141
C2 2.96993 2.42250 -2.66290
C3 0.66954 -0.82713 -4.88196
C4 -0.24760 -4.53381 -1.47599
C5 -1.13048 2.57307 4.23608
C6 -1.31438 1.20573 4.40030
C7 -3.62026 -1.72412 1.36999
C8 -2.03272 -3.97648 -0.01911
C9 -2.20552 1.99955 -3.53544
C10 -3.69270 0.63146 1.81977
C11 0.12028 -3.19814 -1.56696
C12 3.76088 0.51925 1.95471
C13 1.87798 -3.02924 2.13580
C14 -1.72629 -2.61267 -0.08486
C15 3.92024 1.80739 -0.52095
C16 2.44057 -2.57019 4.81708
C17 0.30974 0.78239 2.67118
C18 -0.61305 0.31209 3.60716
C19 -2.46797 -1.53687 0.60865
C20 2.35702 -4.05883 2.93057
C21 1.81008 1.69108 -2.34011
C22 -2.54352 0.75244 1.07122
C23 2.63723 -3.83193 4.26959
C24 1.69316 -1.75942 2.67832
C25 0.48943 2.15486 2.50698
C26 -1.97787 -1.40115 -3.97014
C27 1.70818 1.06750 -1.13280
C28 -0.62581 -2.26958 -0.87100
C29 -1.31671 -4.93887 -0.70425
C30 3.99741 2.47027 -1.76604
C31 -4.24006 -0.63473 1.96136
C32 2.73525 1.08779 -0.16524
C33 1.97060 -1.53368 4.02785
C34 2.67912 0.45878 1.11106
C35 -1.17850 1.30135 -4.42860
C36 -0.23724 3.04665 3.28528
C37 -3.23780 2.83255 -1.06569
C38 -0.73182 3.82430 -1.86442
C39 5.00356 1.84155 0.38619
H1 0.98114 -1.84514 -4.64915
H2 1.64654 -3.21073 1.09171
H3 -2.83306 -1.12423 -3.35198
H4 -2.46357 2.97969 -3.94146
H5 1.21639 2.52412 1.79213
H6 -3.93154 2.00551 -0.91885
H7 5.76908 1.23075 2.27439
H8 -0.43817 4.12047 -0.85683
H9 1.82435 -0.55424 4.46413
H10 2.51401 -5.04150 2.50565
H11 -1.59910 -5.98047 -0.63689
H12 -4.13646 1.50113 2.28253
H13 -1.37781 4.59257 -2.29067
H14 3.04087 2.92430 -3.61922
H15 1.00469 1.62709 -3.05948
H16 3.71802 0.03166 2.91888
H17 -3.05107 3.31628 -0.10714
H18 -3.68651 3.56240 -1.74054
H19 2.65492 -2.39557 5.86311
H20 -0.75775 -0.75612 3.72639
H21 -0.31738 1.94790 -4.61418
H22 -4.04574 -2.70406 1.49446
H23 3.00642 -4.63824 4.88885
H24 0.16862 3.73084 -2.46795
H25 -2.04131 1.70319 0.95038
H26 -1.61589 1.06175 -5.39987
H27 -3.12562 1.41083 -3.49410
H28 5.89983 2.37759 0.09855
H29 -1.68390 -2.41745 -3.70830
H30 0.24248 -0.80510 -5.88498
H31 0.98164 -2.91809 -2.16239
H32 4.89875 3.02325 -2.00022
H33 1.54480 -0.17875 -4.84597
H34 -1.67103 3.26888 4.86471
H35 -0.08796 4.11255 3.16925
H36 -2.00356 0.84038 5.15098
H37 -5.14294 -0.78069 2.53936
H38 -2.26498 -1.36897 -5.02155

The total charge is +2. Its energy above the lowest of the compared OMol25 structures with the same formula, charge and spin is 0.585 eV.


Number 1: HOMO-LUMO gap 5.184 eV, E -310224.7570 eV. Number 2: HOMO-LUMO gap 7.703 eV, E -81670.4784 eV.